ORCA calculation (ωB97M-V with the def2-TZVPD basis set) on a cluster of 3 separate species, C19H46N5O4 in total.

Element x y z (Å)
1 C -0.307 -3.283 -1.869
2 C 0.483 -2.312 -1.055
3 N 0.879 -2.372 0.145
4 C 0.917 -0.986 -1.692
5 N 2.303 -0.626 -1.227
6 C 2.731 0.735 -1.688
7 C 2.996 0.750 -3.212
8 N 3.210 -0.565 -3.781
9 C 3.933 -1.504 -2.953
10 C 3.411 -1.616 -1.498
11 H 0.302 -4.155 -2.121
12 H -0.666 -2.812 -2.784
13 H -1.182 -3.620 -1.311
14 H 0.586 -3.200 0.666
15 H 0.278 -0.212 -1.269
16 H 0.860 -0.918 -2.775
17 H 2.194 -0.602 -0.206
18 H 3.629 0.966 -1.113
19 H 1.950 1.439 -1.395
20 H 3.875 1.382 -3.372
21 H 2.171 1.224 -3.745
22 H 2.382 -0.960 -4.197
23 H 3.884 -2.479 -3.439
24 H 4.989 -1.223 -2.918
25 H 3.024 -2.595 -1.229
26 H 4.189 -1.359 -0.777
27 C -0.430 3.153 5.692
28 O 0.341 2.048 6.113
29 C -0.324 0.794 6.073
30 C 0.311 -0.115 5.043
31 N 0.102 0.398 3.698
32 C 0.825 -0.299 2.652
33 C 2.350 -0.317 2.683
34 O 2.949 0.928 2.378
35 C 3.111 1.811 3.479
36 H 0.134 4.049 5.941
37 H -0.627 3.146 4.612
38 H -1.395 3.188 6.208
39 H -1.386 0.938 5.851
40 H -0.237 0.329 7.058
41 H -0.145 -1.108 5.122
42 H 1.372 -0.225 5.308
43 H 0.332 1.384 3.683
44 H 0.536 0.141 1.691
45 H 0.482 -1.339 2.632
46 H 2.674 -1.003 1.891
47 H 2.740 -0.714 3.627
48 H 3.348 1.258 4.392
49 H 2.220 2.414 3.671
50 H 3.940 2.474 3.240
51 C -1.866 -0.043 0.409
52 O -2.123 -0.925 -0.670
53 C -3.489 -1.341 -0.767
54 C -4.147 -0.731 -1.985
55 N -4.249 0.708 -1.854
56 C -4.716 1.422 -3.034
57 C -3.898 1.299 -4.314
58 O -2.610 1.897 -4.242
59 C -1.583 1.082 -3.740
60 H -0.787 0.037 0.532
61 H -2.275 0.959 0.244
62 H -2.276 -0.428 1.346
63 H -4.021 -1.062 0.146
64 H -3.506 -2.430 -0.859
65 H -5.150 -1.157 -2.084
66 H -3.576 -1.057 -2.868
67 H -3.358 1.087 -1.563
68 H -4.779 2.481 -2.775
69 H -5.736 1.092 -3.259
70 H -4.431 1.834 -5.101
71 H -3.795 0.256 -4.637
72 H -1.712 0.039 -4.056
73 H -1.517 1.090 -2.645
74 H -0.644 1.462 -4.147

Cartesian forces, eV/Å:
C -0.3 0.0 0.1
C 0.4 0.8 0.2
N -0.1 -0.4 0.1
C 0.2 -0.1 -0.1
N -0.1 0.2 0.0
C -0.1 0.0 0.1
C 0.1 0.1 0.1
N 0.0 0.0 0.0
C 0.0 -0.1 0.0
C -0.2 0.1 0.1
H 0.0 0.1 0.0
H 0.0 -0.1 0.0
H 0.1 0.0 0.0
H 0.0 -0.1 -0.2
H -0.2 0.0 -0.2
H 0.0 -0.2 0.1
H 0.1 -0.1 0.0
H -0.1 0.0 -0.1
H 0.1 0.0 0.0
H -0.1 -0.1 -0.1
H 0.0 0.0 0.1
H 0.0 0.0 0.0
H 0.1 0.0 0.1
H -0.1 0.0 0.0
H 0.1 0.0 -0.1
H 0.0 0.0 -0.1
C -0.1 0.1 0.1
O 0.1 -0.1 -0.1
C -0.1 0.0 0.0
C 0.0 -0.1 0.1
N 0.1 0.2 0.0
C 0.0 -0.1 0.0
C 0.0 -0.1 0.0
O -0.1 0.0 -0.1
C 0.0 0.0 0.1
H 0.0 0.0 0.0
H 0.0 0.0 0.0
H 0.0 0.0 0.0
H 0.0 -0.1 0.0
H 0.0 0.0 0.0
H 0.0 0.0 0.0
H 0.0 0.0 0.0
H 0.0 0.0 0.0
H 0.1 0.0 0.2
H 0.0 0.0 0.0
H 0.0 -0.1 0.1
H 0.0 0.1 0.0
H 0.0 0.0 0.0
H 0.0 0.0 0.0
H 0.0 0.0 0.0
C -0.1 0.0 0.1
O 0.1 0.0 0.1
C 0.0 0.0 -0.1
C 0.0 -0.1 0.0
N 0.1 0.0 0.0
C -0.1 0.0 0.0
C 0.0 0.0 0.0
O 0.0 0.0 0.1
C 0.0 -0.1 -0.1
H -0.2 -0.1 -0.2
H -0.1 0.0 0.0
H 0.0 0.0 0.0
H 0.0 0.0 -0.1
H 0.1 0.0 0.0
H 0.0 0.0 0.0
H 0.0 0.0 0.0
H 0.0 0.0 0.0
H 0.0 0.0 0.0
H 0.0 0.0 0.0
H 0.0 0.0 0.0
H 0.0 0.0 0.0
H 0.0 0.0 0.0
H -0.1 0.0 0.0
H 0.0 0.0 0.0

Values from the calculation:
Relative energy (zero: lowest compared OMol25 entry of this formula, charge and spin) ... 13.8 kcal/mol
Highest occupied orbital energy ... -10.93 eV
Frontier orbital gap ... 8.55 eV
Net charge ... +1

Results of the Mulliken charge analysis, in e, for atoms 1 through 4: -1.6691, 0.6165, -0.1996, -0.5797